Entry 1:
Here is a molecular structure, C23H14BaCl5F12N2O2 from the Open Molecules 2025 dataset. Energies are from ωB97M-V/def2-TZVPD.

- Total charge: -1
- Kohn-Sham gap: 0.2095 hartree
- Total energy: -127074.70847 eV
- ΔE to the lowest compared entry with this formula, charge and spin: 0.000 eV
- E_HOMO: -3.689 eV

The geometry in XYZ format:
```
59
Properties=species:S:1:pos:R:3:mulliken_charge:R:1
Ba -0.049 -1.221 -0.419 1.9706
Cl 3.421 -2.154 4.621 -0.1436
Cl 0.958 -3.479 3.873 -0.0669
Cl 0.886 -1.156 5.619 -0.0987
Cl 2.263 -2.839 -2.621 -0.2063
Cl 3.404 -1.261 -0.436 -0.1127
F -1.888 -2.120 4.396 -0.0951
F 2.056 1.923 -3.608 -0.2615
F 1.261 1.651 0.060 -0.0763
F 0.239 3.506 -0.397 -0.2869
F -4.085 -2.949 1.204 -0.3362
F 0.117 1.790 -4.504 -0.2494
F 2.130 3.050 -1.310 -0.3513
F -3.963 -2.217 3.773 -0.3076
F -4.258 -0.863 0.734 -0.2277
F -2.718 -2.069 -0.192 -0.2916
F -2.530 -3.669 3.065 -0.3097
F 0.752 3.644 -3.571 -0.2780
O -1.079 -1.880 1.724 -1.1981
O 0.525 0.433 -2.097 -1.3909
N -1.559 0.717 0.162 -0.4902
N 1.636 -0.264 2.240 -0.2953
C -2.071 1.519 -0.853 -0.3196
C 0.952 2.500 -0.930 0.4587
C -3.443 1.850 -0.820 0.4457
C -3.271 2.225 5.439 -1.6525
C -1.997 1.009 1.451 -0.7002
C -2.302 -1.474 2.116 2.1363
C -4.003 3.891 -3.965 -1.7329
C -1.997 2.782 -2.923 -0.6358
C 1.613 -1.028 3.095 -0.2541
C -2.051 2.359 1.850 0.4753
C -3.348 3.090 -2.872 0.3505
C -3.367 -1.829 0.979 0.4914
C -2.457 2.762 3.103 -1.1278
C 0.191 1.747 -2.105 2.1216
C -1.331 2.013 -1.966 -0.2451
C -4.066 2.608 -1.785 -1.0864
C -2.844 1.827 4.051 0.4034
C -2.374 0.042 2.429 -0.2063
C -2.794 0.491 3.681 -0.6275
C 0.771 2.297 -3.445 0.3262
C 1.690 -1.931 4.245 0.7931
C -2.688 -2.363 3.340 -0.1007
C 3.004 -1.284 -2.169 0.4899
H -4.120 1.629 5.780 0.3668
H -4.818 4.503 -3.573 0.3925
H -3.118 -0.220 4.425 0.3832
H -2.465 2.088 6.166 0.2464
H -1.451 3.186 -3.761 0.3396
H 3.923 -1.181 -2.732 0.3922
H 2.278 -0.488 -2.363 -0.5039
H -2.470 3.821 3.345 0.3358
H -3.287 4.556 -4.450 0.3767
H -1.754 3.102 1.121 0.5024
H -4.426 3.245 -4.741 0.2805
H -5.127 2.820 -1.694 0.3656
H -4.021 1.486 0.019 0.4210
H -3.565 3.276 5.472 0.4012
```



Entry 2:
Here is 2 unconnected molecules or ions with the total composition C3H3NO3 in a non-equilibrium geometry from the Open Molecules 2025 dataset. Energies are from ωB97M-V/def2-TZVPD.

- Kohn-Sham gap: 0.3872 hartree
- Total energy: -10790.40180 eV
- ΔE to the lowest compared entry with this formula, charge and spin: 2.299 eV
- E_HOMO: -9.634 eV

The geometry in XYZ format:
```
10
Properties=species:S:1:pos:R:3:mulliken_charge:R:1
O -1.181 -0.082 -0.663 -0.2629
O -2.528 1.595 -1.295 -0.4433
O 2.571 1.210 1.562 -0.1231
N 0.252 -1.562 0.014 -0.0954
C -1.523 1.247 -0.759 0.2608
C 2.410 0.102 1.366 0.0668
C 0.010 -0.269 -0.027 -0.2413
H 1.112 -1.850 0.461 0.2804
H -0.361 -2.277 -0.369 0.2074
H -0.763 1.889 -0.289 0.3506
```



Entry 3:
Here is 2 unconnected molecules or ions with the total composition C2H8OS2 in a non-equilibrium geometry from the Open Molecules 2025 dataset. Energies are from ωB97M-V/def2-TZVPD.

- Kohn-Sham gap: 0.2958 hartree
- Total energy: -25920.54679 eV
- ΔE to the lowest compared entry with this formula, charge and spin: 1.389 eV
- E_HOMO: -8.375 eV

The geometry in XYZ format:
```
13
Properties=species:S:1:pos:R:3:mulliken_charge:R:1
S 1.152 1.803 2.308 -0.2036
S 1.005 0.594 0.536 -0.2346
O -1.829 1.376 -0.160 -0.5784
C 0.333 -1.017 0.075 -0.2796
C 0.598 -1.197 -1.423 -1.0816
H -0.972 1.723 0.154 0.3126
H 0.167 1.214 3.015 0.1521
H 0.803 -1.795 0.674 0.3573
H 0.416 -0.251 -1.937 0.3378
H 1.615 -1.479 -1.690 0.3247
H -0.127 -1.918 -1.796 0.3179
H -2.414 2.103 0.085 0.2824
H -0.745 -1.156 0.160 0.2931
```



Entry 4:
Here is 2 unconnected molecules or ions with the total composition C2H2FOP in a non-equilibrium geometry from the Open Molecules 2025 dataset. Energies are from ωB97M-V/def2-TZVPD.

- Kohn-Sham gap: 0.3578 hartree
- Total energy: -16156.49364 eV
- ΔE to the lowest compared entry with this formula, charge and spin: 2.687 eV
- E_HOMO: -10.284 eV

The geometry in XYZ format:
```
7
Properties=species:S:1:pos:R:3:mulliken_charge:R:1
P 1.100 -0.646 -0.124 -0.0923
F 2.372 2.439 -1.316 -0.1850
O 0.704 3.857 -1.761 -0.4578
C 1.050 2.811 -1.181 0.4382
C 0.535 0.679 0.571 -0.1418
H 0.437 2.039 -0.726 0.1333
H 0.073 1.498 1.480 0.3054
```



Entry 5:
Here is 2 unconnected molecules or ions with the total composition C6H13O in a non-equilibrium geometry from the Open Molecules 2025 dataset. Energies are from ωB97M-V/def2-TZVPD.

- Total charge: -1
- Kohn-Sham gap: 0.1684 hartree
- Total energy: -8473.29230 eV
- ΔE to the lowest compared entry with this formula, charge and spin: 6.648 eV
- E_HOMO: -1.918 eV

The geometry in XYZ format:
```
20
Properties=species:S:1:pos:R:3:mulliken_charge:R:1
O -3.527 1.427 0.328 -0.8535
C 2.302 -1.698 -0.209 -0.6160
C -0.595 -0.102 -0.592 -0.9656
C -3.580 0.262 0.980 -0.5097
C 3.210 -0.178 0.129 -1.3894
C 1.981 -0.396 -0.796 0.4191
C 0.790 0.412 -0.239 -0.4916
H 3.025 -0.010 1.186 0.4967
H -2.608 -0.079 1.425 0.0584
H 0.989 1.481 -0.365 0.2893
H 2.335 -1.799 0.866 0.2374
H -3.625 -0.532 0.128 0.1160
H 4.187 -0.522 -0.199 0.4004
H 2.189 -0.204 -1.847 0.2706
H 0.859 0.255 0.893 0.2022
H -0.742 -1.158 -0.389 0.3625
H 3.332 1.120 0.149 0.3196
H -1.351 0.496 -0.069 0.1459
H -4.380 -0.023 1.761 0.2184
H -0.718 0.186 -1.645 0.2895
```